1.
{
  "formula": "C5H6NO3",
  "method": "ωB97M-V/def2-TZVPD",
  "symbols": ["C", "C", "C", "C", "C", "N", "O", "O", "O", "H", "H", "H", "H", "H", "H"],
  "positions_angstrom": [[-0.545, -1.286, 0.837], [1.167, 0.515, 1.235], [0.066, -1.880, 1.987], [0.119, 0.541, -1.238], [-0.663, 1.448, -2.046], [0.633, -0.715, 1.280], [-1.281, -1.149, -0.102], [1.907, 1.213, 1.760], [0.503, 1.053, -0.166], [0.469, -2.884, 1.926], [-0.390, -1.653, 2.962], [0.530, -0.367, -1.478], [-1.415, 0.980, -2.511], [-0.071, 1.776, -3.004], [-1.029, 2.408, -1.439]],
  "orbital_gap_ev": 10.83,
  "charge": 1,
  "e_homo_ha": -0.580
}


2.
{
  "formula": "C5H6NOP",
  "method": "ωB97M-V/def2-TZVPD",
  "symbols": ["C", "C", "C", "C", "C", "N", "O", "P", "H", "H", "H", "H", "H", "H"],
  "positions_angstrom": [[-0.819, -0.107, 0.345], [0.490, 0.413, 0.007], [-1.739, 0.554, -0.329], [0.811, 0.892, -1.152], [-1.075, -1.442, 1.026], [1.532, 0.096, 0.990], [-2.463, 1.242, -0.956], [1.173, 1.893, -2.393], [-1.880, -1.894, 0.651], [-1.139, -1.260, 2.128], [-0.190, -2.089, 0.702], [1.422, 0.530, 1.931], [2.411, 0.399, 0.385], [1.465, 0.772, -3.336]],
  "orbital_gap_ev": 8.26,
  "e_homo_ha": -0.295
}


3.
{
  "formula": "C5H6NOP",
  "method": "ωB97M-V/def2-TZVPD",
  "symbols": ["O", "C", "C", "C", "C", "P", "H", "H", "H", "H", "H", "C", "N", "H"],
  "positions_angstrom": [[0.125, 1.764, -1.535], [-0.601, 1.262, -0.737], [-1.386, 0.049, -0.855], [-1.260, -0.876, 0.267], [-0.773, -0.291, 1.372], [-0.396, 1.480, 1.172], [-2.438, 0.374, -1.016], [-1.296, -0.250, -1.899], [-1.435, -1.894, 0.053], [-0.475, -0.769, 2.325], [0.924, 1.197, 0.996], [3.008, -0.644, -0.093], [3.797, -1.435, 0.050], [2.206, 0.034, -0.100]],
  "orbital_gap_ev": 9.99,
  "smiles": "O=C1CC=CP1.C#N",
  "e_homo_ha": -0.345
}


4.
{
  "formula": "C5H6NS",
  "method": "ωB97M-V/def2-TZVPD",
  "symbols": ["C", "C", "C", "C", "C", "N", "S", "H", "H", "H", "H", "H", "H"],
  "positions_angstrom": [[1.666, 0.882, 0.661], [0.481, -1.166, 0.416], [1.394, -1.774, -0.148], [0.341, 0.357, 0.693], [-0.364, 0.897, -0.509], [2.780, 0.569, 0.304], [4.202, 0.159, -0.205], [-0.493, -1.364, 0.719], [1.912, -2.569, -0.544], [-0.151, 0.428, 1.723], [0.005, 0.591, -1.453], [-0.401, 2.050, -0.562], [-1.389, 0.411, -0.415]],
  "orbital_gap_ev": [5.86, 5.86],
  "charge": 1,
  "e_homo_ha": [-0.495, -0.495]
}


5.
{
  "formula": "C5H6NS",
  "method": "ωB97M-V/def2-TZVPD",
  "symbols": ["C", "C", "C", "C", "C", "N", "S", "H", "H", "H", "H", "H", "H"],
  "positions_angstrom": [[1.120, -2.583, -0.455], [-0.295, -2.680, -0.497], [1.234, -0.278, -0.232], [-0.101, -0.121, 0.004], [-0.893, 2.107, 0.706], [1.757, -1.499, -0.270], [-1.213, -1.263, -0.356], [1.711, -3.473, -0.438], [-0.797, -3.494, -0.775], [1.959, 0.623, -0.156], [-0.099, 2.493, 1.303], [-1.696, 1.755, 1.282], [-0.982, 2.471, -0.385]],
  "orbital_gap_ev": [5.13, 7.96],
  "charge": 1,
  "spin_multiplicity": 3,
  "e_homo_ha": [-0.433, -0.568]
}


6.
{
  "formula": "C5H6O",
  "method": "ωB97M-V/def2-TZVPD",
  "symbols": ["C", "C", "C", "C", "O", "C", "H", "H", "H", "H", "H", "H"],
  "positions_angstrom": [[2.318, -1.310, -0.625], [1.410, -0.643, -0.201], [0.306, 0.150, 0.328], [-0.960, -0.636, 0.358], [-1.438, -0.085, -0.720], [-0.450, 0.898, -0.788], [3.110, -1.913, -1.010], [0.574, 0.701, 1.234], [-1.512, -1.330, 0.973], [-1.775, 1.358, 1.421], [-1.520, 1.759, 0.823], [-0.063, 1.051, -1.793]],
  "orbital_gap_ev": [8.54, 7.90],
  "e_homo_ha": [-0.297, -0.285]
}


7.
{
  "formula": "C5H6O",
  "method": "ωB97M-V/def2-TZVPD",
  "symbols": ["C", "C", "O", "C", "C", "C", "H", "H", "H", "H", "H", "H"],
  "positions_angstrom": [[-1.950, 0.903, -0.383], [-0.751, 0.192, 0.129], [-0.340, -0.867, -0.472], [0.849, -1.455, -0.277], [1.877, -0.742, 0.340], [2.747, -0.049, 0.832], [-2.201, 0.563, -1.391], [-1.733, 1.977, -0.428], [-2.833, 0.783, 0.259], [-0.158, 0.545, 0.967], [0.947, -2.404, -0.777], [3.547, 0.554, 1.200]],
  "orbital_gap_ev": [7.21, 8.18],
  "e_homo_ha": [-0.257, -0.265]
}


8.
{
  "formula": "C5H6O",
  "method": "ωB97M-V/def2-TZVPD",
  "symbols": ["C", "C", "C", "C", "O", "C", "H", "H", "H", "H", "H", "H"],
  "positions_angstrom": [[1.005, -1.174, 0.777], [0.039, -0.268, 0.072], [-0.399, 1.074, 0.598], [-1.060, 1.607, -0.468], [-1.005, 0.715, -1.639], [-0.355, -0.389, -1.215], [1.466, -1.955, 0.154], [0.574, -1.663, 1.655], [1.819, -0.521, 1.098], [-0.159, 1.459, 1.625], [-1.690, 2.422, -0.787], [-0.228, -1.283, -1.838]],
  "orbital_gap_ev": 9.72,
  "smiles": "Cc1ccoc1",
  "e_homo_ha": -0.318
}


9.
{
  "formula": "C5H6O",
  "method": "ωB97M-V/def2-TZVPD",
  "symbols": ["C", "C", "C", "C", "C", "O", "H", "H", "H", "H", "H", "H"],
  "positions_angstrom": [[-1.046, -1.556, -1.368], [-0.183, -1.325, -0.559], [0.757, -0.733, 0.401], [0.080, 0.532, 0.935], [-0.068, 1.532, -0.198], [0.681, 1.563, -1.146], [-1.802, -1.728, -2.105], [1.665, -0.428, -0.132], [1.039, -1.421, 1.205], [-0.900, 0.307, 1.371], [0.682, 1.001, 1.722], [-0.906, 2.256, -0.126]],
  "orbital_gap_ev": 10.93,
  "smiles": "C#CCCC=O",
  "e_homo_ha": -0.366
}


10.
{
  "formula": "C5H6O",
  "method": "ωB97M-V/def2-TZVPD",
  "symbols": ["C", "C", "C", "C", "C", "O", "H", "H", "H", "H", "H", "H"],
  "positions_angstrom": [[1.249, 0.789, -2.189], [0.643, 0.482, -1.126], [0.241, -0.409, 0.050], [-0.846, -1.408, -0.197], [-0.081, 0.535, 1.193], [-0.977, 0.385, 1.940], [2.009, 1.192, -2.940], [1.234, -0.904, 0.331], [-0.850, -2.034, 0.727], [-1.806, -0.705, -0.143], [-0.693, -1.959, -1.276], [0.688, 1.388, 1.393]],
  "orbital_gap_ev": 10.60,
  "smiles": "C#C[C@H](C)C=O",
  "e_homo_ha": -0.363
}


11.
{
  "formula": "C5H6O",
  "method": "ωB97M-V/def2-TZVPD",
  "symbols": ["C", "C", "C", "C", "C", "O", "H", "H", "H", "H", "H", "H"],
  "positions_angstrom": [[0.744, -1.045, -1.187], [0.158, 0.228, -0.596], [-0.239, 0.050, 0.863], [-1.842, 1.637, 0.799], [-1.031, 1.066, 1.615], [0.248, -0.760, 1.619], [1.588, -1.393, -0.590], [-0.002, -1.845, -1.213], [1.087, -0.860, -2.208], [-0.669, 0.617, -1.202], [0.911, 1.033, -0.572], [-0.953, 1.271, 2.671]],
  "orbital_gap_ev": 9.60,
  "e_homo_ha": -0.374
}


12.
{
  "formula": "C5H6O",
  "method": "ωB97M-V/def2-TZVPD",
  "symbols": ["C", "C", "C", "C", "C", "O", "H", "H", "H", "H", "H", "H"],
  "positions_angstrom": [[-1.861, 0.887, 1.815], [-0.947, 0.914, 1.032], [0.193, 0.916, 0.108], [0.754, -0.476, -0.104], [0.500, -1.246, -1.321], [1.740, -0.580, -1.115], [-2.672, 0.869, 2.510], [0.988, 1.552, 0.516], [-0.092, 1.346, -0.859], [0.982, -1.022, 0.813], [-0.131, -0.827, -2.104], [0.547, -2.334, -1.291]],
  "orbital_gap_ev": 11.22,
  "smiles": "C#CC[C@H]1CO1",
  "e_homo_ha": -0.374
}


13.
{
  "formula": "C5H6O",
  "method": "ωB97M-V/def2-TZVPD",
  "symbols": ["C", "C", "C", "O", "C", "C", "H", "H", "H", "H", "H", "H"],
  "positions_angstrom": [[-0.411, -1.024, -0.533], [0.297, -0.256, -1.319], [0.667, 0.942, -0.482], [1.593, 0.571, 0.645], [0.156, 0.703, 0.900], [-0.703, -0.459, 0.883], [-0.692, -2.031, -0.769], [0.644, -0.311, -2.394], [0.827, 1.909, -0.886], [-0.178, 1.682, 1.420], [-0.441, -1.387, 1.420], [-1.760, -0.339, 1.115]],
  "orbital_gap_ev": 10.72,
  "smiles": "C1=C[C@@H]2O[C@@H]2C1",
  "e_homo_ha": -0.353
}


14.
{
  "formula": "C5H6O",
  "method": "ωB97M-V/def2-TZVPD",
  "symbols": ["C", "C", "C", "C", "C", "O", "H", "H", "H", "H", "H", "H"],
  "positions_angstrom": [[2.490, -0.268, 0.289], [1.158, 0.348, 0.190], [-0.027, 0.572, 0.145], [-1.489, 0.663, 0.151], [-2.136, -0.434, -0.694], [-3.151, -0.998, -0.371], [2.834, -0.279, 1.329], [3.276, 0.188, -0.323], [2.337, -1.305, -0.007], [-1.813, 1.636, -0.240], [-1.861, 0.556, 1.176], [-1.617, -0.680, -1.645]],
  "orbital_gap_ev": 10.45,
  "smiles": "CC#CCC=O",
  "e_homo_ha": -0.353
}


15.
{
  "formula": "C5H6O",
  "method": "ωB97M-V/def2-TZVPD",
  "symbols": ["C", "C", "C", "C", "C", "O", "H", "H", "H", "H", "H", "H"],
  "positions_angstrom": [[0.620, 1.018, -0.979], [-0.603, 0.473, -1.073], [-1.282, -0.089, 0.096], [-0.530, -0.614, 1.081], [0.943, -0.780, 0.917], [1.792, -0.495, 1.732], [1.255, 1.162, -1.845], [1.042, 1.315, -0.024], [-1.073, 0.360, -2.048], [-2.373, -0.148, 0.122], [-0.962, -1.028, 1.988], [1.200, -1.250, -0.057]],
  "orbital_gap_ev": 9.82,
  "smiles": "C=C/C=C\\C=O",
  "e_homo_ha": -0.346
}


16.
{
  "formula": "C5H6O",
  "method": "ωB97M-V/def2-TZVPD",
  "symbols": ["C", "C", "C", "C", "C", "O", "H", "H", "H", "H", "H", "H"],
  "positions_angstrom": [[-1.046, 1.351, 1.463], [-0.346, 1.436, 0.486], [0.553, 0.962, -0.576], [0.700, -0.468, -0.078], [-0.300, -1.450, -0.458], [1.042, -1.549, -0.924], [-1.632, 1.095, 2.316], [1.508, 1.496, -0.644], [0.094, 0.995, -1.571], [1.100, -0.501, 0.935], [-1.033, -1.180, -1.217], [-0.639, -2.187, 0.268]],
  "orbital_gap_ev": 11.15,
  "smiles": "C#CC[C@H]1CO1",
  "e_homo_ha": -0.372
}


17.
{
  "formula": "C5H6O",
  "method": "ωB97M-V/def2-TZVPD",
  "symbols": ["C", "C", "C", "C", "O", "C", "H", "H", "H", "H", "H", "H"],
  "positions_angstrom": [[-1.759, -0.015, -0.057], [-0.260, 0.086, -0.009], [0.697, -0.983, -0.106], [1.921, -0.414, 0.019], [1.811, 0.927, 0.175], [0.483, 1.211, 0.155], [-2.158, 0.290, -1.030], [-2.222, 0.623, 0.704], [-2.084, -1.044, 0.133], [0.485, -2.037, -0.242], [2.927, -0.809, 0.037], [0.225, 2.253, 0.272]],
  "orbital_gap_ev": 9.72,
  "smiles": "Cc1ccoc1",
  "e_homo_ha": -0.317
}


18.
{
  "formula": "C5H6O",
  "method": "ωB97M-V/def2-TZVPD",
  "symbols": ["C", "C", "C", "C", "C", "O", "H", "H", "H", "H", "H", "H"],
  "positions_angstrom": [[-2.950, 0.387, 0.217], [-2.249, 1.443, 0.035], [-1.574, -0.029, -0.474], [0.744, 0.487, 0.130], [-0.395, -0.525, 0.285], [-3.049, -0.882, 0.044], [-1.587, -0.170, -1.546], [1.000, 0.619, -0.917], [1.622, 0.135, 0.664], [0.440, 1.447, 0.537], [-0.653, -0.621, 1.340], [-0.090, -1.502, -0.096]],
  "orbital_gap_ev": 9.82,
  "e_homo_ha": -0.345
}


Ordered ΔE to the lowest compared entry with this formula, charge and spin results: 226.66 256.79 163.43 559.51 183.90 666.11 440.17 86.67 186.80 300.25 362.14 263.67 211.77 170.22 145.78 306.16 29.44 534.06; unit kJ/mol.